[1]
Molecular formula: C21H38InN4O2SSe2
Method: DFT, the ωB97M-V functional and the def2-TZVPD basis

## Properties
**Multiplicity**: 1
**Charge**: +1
**Energy above the lowest of the compared OMol25 structures with the same formula, charge and spin**: 25.1 kcal/mol

Cartesian coordinates (Å):
In: 0.0789 0.2460 -0.7871
Se: -0.7842 2.6096 -1.1970
Se: -1.5112 -1.2938 -2.2319
S: 2.2218 -1.2875 -0.4022
O: -4.2996 3.2272 -3.4770
O: -3.6736 2.9872 -0.7633
N: 2.5647 -3.8415 -0.9830
N: 2.2655 -2.4276 -2.7754
N: -1.5105 -0.7617 3.8451
N: -0.6546 -0.1880 1.5412
C: -3.2181 1.2826 -2.3883
C: -4.2539 1.8377 -3.4111
C: 2.5452 -3.4384 -3.7701
C: -3.7307 1.5997 -0.9757
C: 2.7610 2.2243 1.9181
C: 2.2621 3.3603 -0.1394
C: -3.1848 -0.2351 -2.5768
C: -1.4843 0.6775 3.6823
C: -0.9780 1.0450 2.2644
C: 3.0813 2.4693 -0.8209
C: -0.1709 -1.2897 3.6815
C: 3.7533 1.4783 -0.1251
C: 2.6218 -4.2071 0.4103
C: 4.3687 0.2844 1.9865
C: -1.8497 -1.0315 1.4393
C: -2.3832 -1.3532 2.8524
C: 2.3287 -2.6267 -1.4616
C: -1.8964 1.9935 -2.6963
C: 2.0951 3.2279 1.2294
C: 0.3757 -0.9118 2.2864
C: 3.6052 1.3446 1.2528
H: 2.5524 -2.9694 -4.7481
H: -2.1250 2.9278 -3.2182
H: -1.5786 -1.9375 0.8853
H: 1.2592 -0.2691 2.3453
H: -3.3997 -0.4833 -3.6165
H: -4.4208 3.5914 -2.5877
H: -2.4924 1.0559 3.8549
H: 2.1105 -1.4809 -3.0934
H: -3.0861 1.0746 -0.2531
H: -4.7565 1.2153 -0.8642
H: -2.4232 -2.4296 3.0174
H: 3.5259 -3.8859 -3.5947
H: -3.9731 1.5155 -4.4173
H: 2.6598 2.1545 2.9928
H: 2.3519 -3.3470 1.0174
H: -3.9477 -0.7050 -1.9517
H: -0.8330 1.0908 4.4530
H: 1.7802 4.1690 -0.6691
H: -3.9451 3.1973 0.1358
H: -5.2388 1.4109 -3.1705
H: 1.7811 -4.2176 -3.7633
H: -2.6017 -0.4997 0.8491
H: -1.2742 1.3805 -3.3570
H: 1.4610 3.9230 1.7614
H: 2.6720 -4.6026 -1.6372
H: 0.6335 -1.8043 1.7108
H: -1.7360 1.5957 1.6975
H: 3.2191 2.5725 -1.8898
H: -0.2166 -2.3731 3.7999
H: 1.9285 -5.0249 0.6034
H: 4.0546 0.2194 3.0239
H: 4.4301 0.8158 -0.6476
H: 0.4600 -0.8851 4.4725
H: 3.6276 -4.5274 0.6817
H: -0.0735 1.6599 2.3006
H: 4.2269 -0.6823 1.5065
H: -3.3889 -0.9550 2.9927
H: 5.4328 0.5092 1.9672

Forces on the atoms, in the same order (eV/Å):
In -0.9 -0.4 0.0
Se 0.8 -0.8 0.0
Se 0.4 0.5 0.4
S -0.3 0.9 0.2
O -0.2 0.7 0.1
O -0.4 0.5 0.0
N 0.0 0.0 -0.6
N 0.0 0.1 0.0
N -0.1 -0.2 0.5
N 0.4 0.2 -1.1
C -0.2 0.4 0.1
C 0.1 -0.5 0.0
C -0.1 -0.3 -0.1
C 0.2 -0.8 -0.1
C 0.0 0.0 0.0
C 0.1 0.1 0.0
C 0.2 -0.2 0.2
C 0.0 0.2 0.1
C -0.2 0.6 0.1
C 0.1 0.1 0.0
C 0.1 0.0 0.1
C 0.0 0.2 -0.1
C 0.1 -0.2 0.5
C 0.0 0.1 0.0
C -0.5 -0.4 -0.3
C -0.1 0.0 -0.1
C -0.3 0.1 -0.5
C 0.1 0.1 -0.3
C 0.0 0.1 -0.1
C 0.4 -0.4 0.2
C 0.0 0.0 0.0
H 0.0 0.0 0.0
H 0.1 -0.2 0.1
H -0.1 0.2 0.1
H 0.0 -0.1 0.0
H 0.0 0.0 0.1
H 0.0 -0.1 -0.1
H 0.0 0.1 0.0
H 0.0 -0.2 0.2
H -0.1 0.1 -0.1
H 0.1 0.0 0.0
H 0.0 0.0 0.0
H 0.0 0.0 -0.1
H 0.0 -0.1 0.1
H 0.0 -0.1 0.1
H 0.0 -0.1 0.0
H 0.1 0.0 -0.1
H 0.0 0.1 0.0
H -0.1 0.0 0.0
H 0.0 0.0 0.0
H 0.0 0.0 -0.1
H 0.0 0.0 -0.1
H 0.2 -0.1 0.0
H -0.2 0.1 0.1
H 0.0 0.1 0.1
H 0.0 0.1 -0.1
H 0.0 0.1 0.1
H 0.2 -0.1 0.0
H 0.0 0.0 0.0
H 0.1 0.0 0.0
H 0.0 0.0 0.0
H 0.0 -0.1 0.1
H 0.0 -0.1 0.0
H 0.0 0.0 0.0
H 0.0 0.0 0.0
H -0.1 0.0 0.0
H 0.0 -0.1 0.1
H 0.0 0.0 0.0
H 0.1 0.0 0.1

[2]
Molecular formula: C21H38N2P
Method: DFT, the ωB97M-V functional and the def2-TZVPD basis

## Properties
**Multiplicity**: 1
**Charge**: +1
**Energy above the lowest of the compared OMol25 structures with the same formula, charge and spin**: 8.9 kcal/mol

Cartesian coordinates (Å):
P: -2.8477 0.8240 3.7942
N: -1.5690 -0.2336 3.7106
N: -3.8650 -0.4383 4.1382
C: -0.2214 0.7058 8.8385
C: -2.0237 -1.4235 2.9879
C: 1.8977 -3.0142 8.3711
C: -0.2296 -4.3374 8.1245
C: -3.5000 -1.5586 3.2644
C: 0.5467 -0.4362 2.4543
C: -6.2190 -1.0372 3.7363
C: 1.8618 -0.6320 8.7382
C: -5.5777 1.0863 4.9018
C: 0.0287 1.5847 3.8353
C: 0.5096 -3.0306 8.2906
C: -5.2328 -0.3845 4.6944
C: 0.4741 -0.6127 8.6393
C: 4.0799 -1.8318 8.6259
C: -0.1216 0.0722 3.7264
C: -0.2038 -1.8146 8.3500
C: 2.5862 -1.8116 8.5698
C: -1.6393 -1.8026 7.9188
C: 0.5871 -0.5870 4.9222
C: -5.3354 -1.1165 6.0468
C: -2.6836 -1.0518 8.7222
H: -0.8957 0.7140 9.7063
H: -3.7041 -2.5223 3.7335
H: -1.8649 -1.2888 1.9102
H: -6.0730 -2.1221 3.6731
H: -4.0583 -1.4907 2.3212
H: -2.8361 -0.0477 8.3112
H: 4.4257 -2.4548 9.4692
H: 0.5166 1.5047 8.9850
H: 2.4030 0.2962 8.9221
H: 0.2575 -0.1728 5.8854
H: 1.6699 -0.3919 4.8404
H: -0.3707 1.9524 4.7887
H: -4.7674 -0.6189 6.8477
H: -1.5007 -2.3210 3.3173
H: -4.9168 1.5406 5.6504
H: -2.4349 -0.9698 9.7862
H: -0.8191 -4.3394 7.1983
H: 0.4503 -1.6783 4.9537
H: -3.6011 -1.6388 8.6334
H: -0.9205 -4.5354 8.9601
H: -1.5963 -1.3801 6.9423
H: 0.4696 -5.1782 8.0493
H: 0.0325 -0.0502 1.5680
H: -1.9637 -2.8236 7.6962
H: -6.1351 -0.5962 2.7383
H: 0.5768 -1.5327 2.4152
H: -7.2439 -0.8730 4.0899
H: -0.5103 2.0707 3.0131
H: -0.8155 1.0055 7.9652
H: 1.0849 1.8755 3.7711
H: 4.4801 -0.8190 8.7813
H: 4.5136 -2.2646 7.7053
H: -6.3954 -1.1275 6.3536
H: 1.5862 -0.0848 2.4184
H: -5.0000 -2.1625 5.9805
H: -6.6132 1.2010 5.2434
H: 2.4721 -3.9387 8.2594
H: -5.4692 1.6287 3.9545

Forces on the atoms, in the same order (eV/Å):
P 0.7 -1.2 2.3
N -0.1 0.9 -1.3
N -0.5 0.7 -1.2
C -0.1 0.5 -0.1
C 0.6 -0.8 0.0
C 0.0 0.4 0.1
C 0.1 -0.3 -0.3
C -0.5 -0.8 0.2
C 0.2 0.0 -0.4
C -0.3 0.0 -0.3
C 0.3 -0.4 -0.1
C -0.1 0.1 -0.1
C 0.0 0.2 -0.1
C -0.1 0.3 0.0
C -0.7 0.3 0.3
C 0.1 -0.5 0.0
C 0.6 0.0 0.2
C 0.8 0.4 0.0
C 0.5 0.1 0.3
C -0.3 -0.2 0.0
C 0.2 -0.6 0.1
C -0.1 -0.1 0.4
C 0.2 -0.1 0.2
C -0.3 -0.2 0.2
H 0.2 -0.1 -0.3
H -0.2 0.1 0.1
H 0.2 -0.1 0.3
H 0.0 0.2 -0.1
H 0.0 -0.2 0.4
H -0.1 -0.2 0.3
H -0.1 0.2 -0.3
H -0.1 -0.2 0.0
H -0.1 -0.2 0.0
H 0.0 -0.1 -0.2
H -0.4 -0.1 0.0
H 0.1 0.0 -0.1
H -0.1 -0.1 -0.4
H 0.2 0.1 0.0
H -0.1 0.0 -0.1
H -0.1 0.0 -0.2
H 0.1 -0.1 0.2
H 0.0 0.3 -0.1
H -0.2 0.4 0.2
H 0.2 0.1 -0.3
H -0.2 0.7 -1.2
H -0.1 0.2 0.1
H 0.1 -0.1 0.0
H -0.1 0.2 0.5
H -0.1 -0.1 0.0
H -0.1 0.3 0.0
H 0.3 0.0 0.0
H 0.2 0.1 0.1
H 0.0 -0.1 0.1
H -0.3 -0.1 0.1
H 0.0 -0.3 -0.1
H -0.2 0.3 0.4
H 0.4 0.0 -0.2
H -0.3 -0.1 0.1
H -0.1 0.3 0.0
H 0.3 -0.1 0.0
H -0.2 0.2 0.1
H -0.1 0.1 0.1

[3]
Molecular formula: C21H38N4O3S3
Method: DFT, the ωB97M-V functional and the def2-TZVPD basis

## Properties
**Multiplicity**: 1

Cartesian coordinates (Å):
S: -4.4108 -6.7482 -1.2151
S: 3.7004 3.4736 4.9256
S: 2.8927 5.1274 -2.4957
O: -4.3587 -5.2693 -1.3967
O: 3.5892 2.0607 4.4600
O: 3.3545 6.5268 -2.7218
N: -1.6922 0.6926 -1.8360
N: 3.1137 1.4843 -0.8680
N: -2.3116 0.6244 1.1518
N: -6.0148 -0.6583 -1.3730
C: 2.5495 -1.9534 -0.2837
C: 4.5645 4.3978 3.6409
C: -3.2324 0.4050 0.1763
C: 3.7851 -0.9812 -0.4889
C: -4.7229 0.0744 0.6010
C: 1.7769 1.3095 -0.3167
C: -3.2172 -7.1755 0.0666
C: -1.0421 0.8600 0.6276
C: 0.0853 1.1126 1.5987
C: 3.5784 4.1115 -3.8175
C: 1.1805 5.0275 -3.0514
C: 0.6736 1.1026 -1.2447
C: -0.7528 0.8714 -0.8212
C: 3.5304 0.1957 -1.5238
C: 2.0946 4.2524 4.6696
C: -5.0737 -2.5737 -0.1403
C: -5.8793 -7.1192 -0.2371
C: -5.3225 -1.0319 -0.3527
C: -2.9173 0.4603 -1.2886
C: 1.4691 1.3333 1.1584
C: 2.8011 -2.8486 1.0145
H: 2.4502 -2.6583 -1.1566
H: 3.3446 4.5550 -4.7868
H: 3.7761 -3.4137 0.9015
H: 4.4973 0.3235 -2.1030
H: 0.8448 3.9898 -3.0132
H: -6.7594 -6.8856 -0.8359
H: -5.3678 0.9928 0.6596
H: -5.5850 -2.9209 0.8048
H: 4.5592 5.4599 3.8895
H: 4.0994 -0.6002 0.5257
H: 2.1685 5.3193 4.8852
H: -3.7702 0.2952 -2.0035
H: 1.3780 3.7950 5.3515
H: 4.0817 4.2347 2.6759
H: 1.9446 -3.5404 1.2338
H: -3.3108 -8.2340 0.3136
H: 3.1645 3.1040 -3.7539
H: 0.9175 1.0930 -2.3424
H: -5.8857 -6.5121 0.6696
H: 1.5720 -1.4063 -0.1633
H: -5.5183 -3.1930 -0.9734
H: -2.2161 -6.9816 -0.3178
H: -6.3272 -1.4985 -1.8873
H: 2.7754 -0.1673 -2.2731
H: 4.6599 4.0663 -3.6907
H: 3.7949 1.5779 -0.1009
H: 0.5665 5.6302 -2.3826
H: -0.0726 1.1465 2.7119
H: -3.3894 -6.5649 0.9544
H: 1.7658 4.0980 3.6403
H: 2.3245 1.5169 1.8540
H: -4.6414 -0.4081 1.6179
H: 1.0961 5.4138 -4.0684
H: 4.6347 -1.6330 -0.8658
H: 5.5939 4.0429 3.5957
H: 2.9047 -2.1612 1.9080
H: -3.9739 -2.8406 -0.1123
H: -5.8878 -8.1795 0.0196

Forces on the atoms, in the same order (eV/Å):
S 0.0 0.0 -0.1
S 0.0 -0.1 0.0
S 0.0 0.1 0.1
O 0.0 -0.3 0.1
O 0.0 0.3 -0.1
O -0.1 -0.2 -0.1
N -1.7 -0.3 3.5
N -0.7 -1.6 0.5
N -0.3 -0.3 -3.2
N 0.5 -0.4 1.0
C 0.2 -0.6 0.8
C 0.0 0.0 -0.1
C 0.4 0.3 -0.2
C -0.4 -0.7 -0.3
C 1.0 -1.4 0.0
C -2.7 -0.1 0.1
C 0.0 0.0 0.1
C 1.4 0.3 0.4
C 2.1 0.3 -1.6
C 0.0 -0.1 -0.2
C -0.1 0.0 -0.1
C 0.4 0.1 1.6
C 2.6 0.5 0.3
C 1.0 -1.1 -0.2
C -0.1 0.0 -0.1
C 0.1 0.3 0.4
C -0.1 0.0 0.1
C -0.5 -0.3 -0.9
C 0.5 0.1 0.1
C -2.3 -0.4 -1.7
C 0.1 0.8 -0.2
H 0.1 0.9 0.6
H 0.0 0.1 0.1
H -1.2 0.5 0.2
H -1.1 0.3 0.7
H 0.0 0.0 0.1
H 0.1 0.0 0.0
H 0.6 -1.0 -0.3
H 0.8 0.4 -0.8
H 0.0 0.0 0.0
H -0.3 -0.1 -1.0
H 0.0 0.0 0.0
H 1.0 0.2 0.9
H 0.1 0.0 0.0
H 0.0 0.0 0.1
H 0.9 0.5 -0.4
H 0.0 0.0 -0.1
H 0.0 0.0 0.1
H -0.5 0.0 1.3
H 0.1 0.0 -0.1
H 1.1 -0.4 -0.2
H 0.5 1.0 0.8
H -0.1 0.0 -0.1
H 0.2 0.5 0.2
H 0.6 0.6 0.8
H -0.1 0.1 0.1
H -0.6 0.3 -0.3
H 0.1 0.0 0.0
H -0.2 -0.2 -1.4
H -0.1 0.0 -0.1
H 0.1 0.0 0.0
H -1.1 -0.2 -0.4
H -0.1 0.8 -0.9
H 0.1 0.0 0.0
H -0.8 0.8 0.4
H -0.1 0.0 0.1
H -0.1 -0.8 -0.9
H -1.2 0.4 0.2
H 0.0 0.0 0.0

| no. | DFT total energy (eV) | HOMO (eV) |
| --- | --- | --- |
| 1 | -179146.1318 | -10.76 |
| 2 | -34656.7191 | -10.47 |
| 3 | -66997.1494 | -8.14 |